[1]
{
  "formula": "C17H13ClN4O",
  "method": "ωB97M-V with the def2-TZVPD basis set",
  "homo_lumo_gap_ev": 8.91,
  "de_lowest_ev": 1.802,
  "lumo_ha": -0.0020,
  "max_force_ev_per_a": 8.229,
  "symbols": ["Cl", "O", "N", "N", "N", "N", "C", "C", "C", "C", "C", "C", "C", "C", "C", "C", "C", "C", "C", "C", "C", "C", "C", "H", "H", "H", "H", "H", "H", "H", "H", "H", "H", "H", "H", "H"],
  "positions_angstrom": [[-5.06540, 1.95576, -0.21905], [2.29506, 1.98975, 2.33324], [-0.33480, -2.80122, -0.20108], [0.79014, 1.81755, 0.71494], [2.33964, -1.01385, -1.80245], [0.98543, -0.38356, 0.00307], [-2.90350, 1.13815, 1.19456], [-0.54680, -5.12117, -0.91321], [0.86843, -2.69728, -0.83707], [1.41754, -1.26988, -0.86691], [-0.60141, 1.79424, 0.56388], [0.54977, 3.39876, 2.49604], [2.29434, 1.24987, -1.12563], [1.38927, 0.83597, -0.20330], [-1.10658, 2.69372, -0.40203], [-1.54248, 1.04906, 1.32221], [1.42070, -3.88928, -1.41125], [-3.38802, 1.97124, 0.23661], [2.91012, 0.20325, -1.82875], [0.74319, -5.12406, -1.44172], [1.29535, 2.23896, 1.84718], [-1.06253, -3.98771, -0.26548], [-2.45243, 2.72138, -0.61080], [-0.52922, 3.31433, -0.97071], [-3.54285, 0.41482, 1.80309], [-1.29475, 0.30829, 2.15214], [0.21761, 4.17319, 1.79507], [2.37355, -3.85380, -1.84641], [3.68401, 0.51848, -2.54514], [1.25885, -5.99917, -1.82129], [-1.06014, -6.05328, -0.89666], [2.62600, 2.26070, -1.20955], [-2.09202, -4.10815, 0.08295], [1.26662, 3.81382, 3.25699], [-2.80843, 3.44915, -1.32690], [-0.39426, 2.99194, 2.94338]]
}

[2]
{
  "formula": "C24H19N3O2",
  "method": "ωB97M-V with the def2-TZVPD basis set",
  "homo_lumo_gap_ev": 7.96,
  "de_lowest_ev": 3.473,
  "lumo_ha": -0.0090,
  "max_force_ev_per_a": 3.486,
  "symbols": ["O", "O", "N", "N", "N", "C", "C", "C", "C", "C", "C", "C", "C", "C", "C", "C", "C", "C", "C", "C", "C", "C", "C", "C", "C", "C", "C", "C", "C", "H", "H", "H", "H", "H", "H", "H", "H", "H", "H", "H", "H", "H", "H", "H", "H", "H", "H", "H"],
  "positions_angstrom": [[-1.72099, 2.54966, 1.87054], [-1.11745, -0.19088, -3.76941], [0.61865, -0.32966, -0.83411], [1.70004, 0.70509, 1.18987], [0.41217, 2.17692, 2.46523], [3.23159, 0.62477, 3.76831], [-0.57036, -0.09613, -1.49855], [-0.93009, -0.84806, -2.74905], [0.69663, 0.46970, 0.28615], [-4.16273, 2.43700, -2.56738], [-0.64488, 2.00344, 1.56933], [4.44737, 0.86673, 4.67804], [-5.20642, 2.22454, -1.65207], [2.69543, 1.89569, 3.10678], [-2.88510, 1.92900, -2.24844], [-0.83813, -2.34791, -2.76801], [-0.88724, -3.07710, -1.55955], [1.53366, 1.57478, 2.25265], [6.56052, 1.63854, 3.22333], [-5.00509, 1.49504, -0.47043], [-1.32984, 0.73154, -0.74023], [-3.73693, 1.02096, -0.17245], [-0.72695, -3.08327, -3.94842], [-2.68978, 1.22186, -1.04569], [-0.41709, -5.11151, -2.77508], [-0.49466, -4.43465, -3.98833], [5.62826, 1.29146, 3.90382], [-0.66494, -4.46115, -1.56363], [-0.49987, 1.10739, 0.42685], [2.44958, 2.65062, 3.88679], [-0.76387, -2.55539, -4.92538], [7.36035, 2.01972, 2.61143], [-6.17332, 2.58845, -1.97547], [-5.84352, 1.26924, 0.17674], [3.53822, -0.15548, 3.06085], [-4.35912, 2.93305, -3.48214], [2.44160, 0.20148, 4.35726], [-0.39328, -4.95388, -4.92771], [1.32340, -1.02986, -1.14849], [3.46789, 2.36327, 2.53513], [2.60683, 0.31782, 0.99565], [-2.08560, 2.09872, -2.97181], [4.22553, 1.68620, 5.39728], [-0.24834, -6.18763, -2.74012], [-0.62386, -5.00640, -0.66077], [-3.59114, 0.42344, 0.72313], [4.70422, -0.01791, 5.27894], [-1.03134, -2.62924, -0.58136]]
}

[3]
{
  "formula": "C10H14N2O2S",
  "method": "ωB97M-V with the def2-TZVPD basis set",
  "homo_lumo_gap_ev": [3.66, 3.87],
  "de_lowest_ev": 6.123,
  "lumo_ha": [-0.1214, -0.1137],
  "max_force_ev_per_a": 7.021,
  "symbols": ["S", "O", "O", "N", "N", "C", "C", "C", "C", "C", "C", "C", "C", "C", "C", "H", "H", "H", "H", "H", "H", "H", "H", "H", "H", "H", "H", "H", "H"],
  "positions_angstrom": [[-1.61085, 1.01459, 0.99590], [-1.56148, -1.97830, -0.30899], [-2.38817, 1.70406, 2.00850], [2.99395, 2.79812, -1.40053], [-0.68152, -3.00788, -2.16196], [-2.89454, -3.52645, -1.23305], [2.22294, 2.04986, -0.65224], [2.49557, 2.01124, 0.70985], [1.40885, 1.11333, -1.29053], [-0.38632, -0.26475, 1.65406], [-1.46796, -2.78636, -1.23557], [0.71285, 0.29979, 0.79564], [1.64644, 1.13163, 1.39919], [-0.32881, -0.14525, 3.10403], [0.66544, 0.21156, -0.57395], [-0.16923, -1.12530, 3.66852], [-0.84931, -3.72336, -2.84566], [1.90170, 1.06794, 2.52109], [-3.33344, -3.57954, -0.20166], [-0.04789, -0.36732, -1.05630], [-1.24586, 0.25485, 3.51823], [3.56881, 3.47228, -1.02169], [-3.52285, -2.94076, -1.77196], [-0.85025, -1.28047, 1.28323], [2.83984, 2.89537, -2.37717], [3.16410, 2.69530, 1.21097], [1.20899, 1.20725, -2.36701], [-2.90749, -4.59594, -1.55133], [0.40445, 0.67187, 3.35518]]
}

[4]
{
  "formula": "C9H18N2O4",
  "method": "ωB97M-V with the def2-TZVPD basis set",
  "homo_lumo_gap_ev": 10.14,
  "de_lowest_ev": 1.677,
  "lumo_ha": 0.0272,
  "max_force_ev_per_a": 2.776,
  "symbols": ["O", "O", "O", "O", "N", "N", "C", "C", "C", "C", "C", "C", "C", "C", "C", "H", "H", "H", "H", "H", "H", "H", "H", "H", "H", "H", "H", "H", "H", "H", "H", "H", "H"],
  "positions_angstrom": [[4.21558, -0.41192, -0.75029], [-3.45159, -1.82323, 0.92204], [-2.20768, -2.56766, -0.77398], [0.58289, 0.10253, 1.58333], [1.83399, -0.76550, -1.73522], [-0.40035, -0.58301, -0.34326], [-2.45229, 0.88330, -0.50204], [-1.46973, 2.05230, -0.76682], [1.99120, -0.78868, -0.28175], [-3.65987, 1.29874, 0.33357], [0.68357, -0.40170, 0.48386], [3.63635, -0.23884, 1.68886], [3.22329, 0.05245, 0.19551], [-1.75413, -0.34531, 0.12905], [-2.50548, -1.64902, -0.03785], [-4.15394, 2.19281, -0.11250], [-0.64001, 2.03886, -0.08903], [-0.35531, -1.13483, -1.22121], [2.90485, 0.06779, 2.40327], [2.91954, 1.10010, 0.11392], [4.56481, 0.11680, 2.03345], [-4.33937, 0.51162, 0.53669], [2.62543, -1.17094, -2.29942], [-3.60275, -2.76339, 1.02480], [-1.12886, 2.04267, -1.81868], [2.19118, -1.87025, -0.00466], [-2.02104, 3.01016, -0.63514], [1.83299, 0.19032, -2.08701], [-1.61377, -0.13752, 1.13775], [-2.77159, 0.59758, -1.52224], [3.66597, -1.33047, 1.68392], [4.98272, 0.09017, -0.66089], [-3.32662, 1.63407, 1.37197]]
}

[5]
{
  "formula": "C3H9NO2",
  "method": "ωB97M-V with the def2-TZVPD basis set",
  "homo_lumo_gap_ev": 9.26,
  "de_lowest_ev": 2.946,
  "lumo_ha": 0.0231,
  "max_force_ev_per_a": 6.764,
  "symbols": ["O", "O", "N", "C", "C", "C", "H", "H", "H", "H", "H", "H", "H", "H", "H"],
  "positions_angstrom": [[-0.40305, 2.05144, 1.06236], [-2.07946, 1.20886, 2.29038], [1.99597, -0.43230, -0.83699], [-1.57227, 0.27039, 0.19253], [-1.27855, 0.99582, 1.42169], [1.11007, -1.58595, -0.93354], [1.55461, -2.52535, -0.82624], [1.72321, 0.36222, -1.23941], [0.46205, -1.44064, -1.82918], [-0.61266, 0.10137, -0.45770], [0.34278, -1.46547, -0.04771], [3.04626, -0.40477, -0.61024], [-1.86773, -0.64418, 0.50686], [-0.38307, 2.67787, 1.78196], [-2.03815, 0.83069, -0.47477]]
}

[6]
{
  "formula": "C36H36F11N4O6PS3W",
  "method": "ωB97M-V with the def2-TZVPD basis set",
  "total_charge": -1,
  "homo_lumo_gap_ev": [6.11, 5.84],
  "de_lowest_ev": 0.393,
  "lumo_ha": [0.0696, 0.0699],
  "max_force_ev_per_a": 0.703,
  "s2": 0.78,
  "multiplicity": 2,
  "symbols": ["W", "S", "S", "S", "P", "F", "F", "F", "F", "F", "F", "F", "F", "F", "F", "F", "O", "O", "O", "O", "O", "O", "N", "N", "N", "N", "C", "C", "C", "C", "C", "C", "C", "C", "C", "C", "C", "C", "C", "C", "C", "C", "C", "C", "C", "C", "C", "C", "C", "C", "C", "C", "C", "C", "C", "C", "C", "C", "C", "C", "C", "C", "H", "H", "H", "H", "H", "H", "H", "H", "H", "H", "H", "H", "H", "H", "H", "H", "H", "H", "H", "H", "H", "H", "H", "H", "H", "H", "H", "H", "H", "H", "H", "H", "H", "H", "H", "H"],
  "positions_angstrom": [[0.27670, -0.74143, 0.18881], [-1.31627, -1.92823, -1.47652], [3.81706, -3.88164, -0.71181], [3.20996, -1.38849, -1.69219], [-1.56688, 0.08806, 1.50027], [2.89786, -5.91452, -2.10205], [2.76786, -1.87260, -4.29297], [-4.71219, -1.48462, -5.21494], [1.34567, -4.62089, -1.34980], [0.05992, 0.14635, -3.25997], [-3.25049, 0.37350, -6.56318], [-0.85262, 1.18249, -5.54783], [2.37771, -5.96026, 0.00332], [4.67394, -0.94774, -3.82310], [2.84550, 0.20681, -3.73687], [-3.82562, -2.49945, -2.90791], [5.02465, -4.65034, -0.78072], [0.38353, -2.88709, 0.64700], [3.44869, -3.27694, 0.54460], [2.68240, -1.84301, 3.57202], [1.73507, -1.16142, -1.49157], [5.26875, 2.07546, -1.07628], [-0.26351, -3.48986, 1.59982], [0.63542, 1.27082, 0.01046], [1.32856, -0.73905, 1.96087], [3.63194, -2.93412, -1.95895], [-3.53241, -1.08134, -4.72474], [-2.01149, 5.10781, 3.39615], [-3.27719, 1.03786, -0.50533], [-2.79550, -0.13507, -5.41211], [0.00318, 2.21269, 0.84990], [-1.31223, 4.10184, 2.52103], [-4.02459, -1.07038, 0.63861], [-1.12423, -0.26243, -3.70217], [-3.27539, -0.21801, 3.86638], [3.46649, 1.13270, 0.78240], [-1.09724, 1.84134, 1.64309], [-0.20503, 2.92473, -2.21355], [-3.28338, 0.25623, 0.80729], [2.52408, -5.15485, -1.06513], [-0.83573, 0.09293, 4.23445], [-1.74120, 2.78674, 2.43588], [-1.55426, -4.80599, 3.63057], [2.01255, -1.31864, 2.74552], [-0.17572, -4.65468, 3.65162], [2.22004, 3.13027, -2.77821], [-1.58278, 0.27358, -4.89202], [4.61532, 3.45505, -3.50542], [0.45495, 3.53909, 0.95865], [-1.59940, -3.62475, 1.54829], [-3.05703, -1.59819, -3.53536], [1.24244, 2.61363, -1.94199], [-1.83820, -1.20972, -2.97536], [0.45553, -3.99753, 2.61899], [-0.18917, 4.44964, 1.77258], [1.64296, 1.85521, -0.83364], [3.57466, 2.94688, -2.54641], [-2.26295, -4.28838, 2.55896], [-1.88687, -0.46733, 3.26991], [3.94286, 2.25877, -1.39632], [3.36989, -0.99312, -3.50359], [3.00075, 1.73797, -0.51090], [-0.36812, 3.08934, -3.27966], [0.19249, 5.46459, 1.82614], [-1.35175, 5.47880, 4.18411], [-2.06452, -5.32226, 4.43194], [-2.60909, 2.48936, 3.01545], [4.14147, 3.94445, -4.35525], [-4.29775, 1.12239, -0.88938], [-3.80576, 0.86340, 1.55487], [5.22861, 2.63967, -3.90432], [-2.87819, 2.04379, -0.37074], [-4.08336, -0.68124, 3.30406], [-2.06963, -3.19016, 0.67658], [-2.88568, 4.66620, 3.87617], [-5.07842, -0.87539, 0.42051], [5.81078, 2.41102, -1.79555], [1.91223, 3.68112, -3.66204], [-3.33723, -4.38652, 2.49042], [-2.34876, 5.97242, 2.82018], [1.31948, 3.85385, 0.38965], [2.73492, 1.31193, 1.56795], [-3.97967, -1.69851, 1.53036], [-3.60483, -1.63272, -0.19536], [-0.51441, 3.82709, -1.67787], [0.16237, 0.08995, 3.80691], [-1.74488, -1.55238, 3.21209], [-3.49455, 0.84714, 3.95395], [-2.67983, 0.52423, -1.25884], [-3.29876, -0.62987, 4.87969], [-1.07841, 1.12225, 4.50448], [-0.82485, -0.50086, 5.15235], [3.60268, 0.05136, 0.71381], [5.28719, 4.18414, -3.04002], [4.42495, 1.56129, 1.07038], [1.52211, -3.84165, 2.54151], [0.42609, -5.04066, 4.46140], [-0.85421, 2.11613, -1.88447]]
}

| no. | calculated total energy (a.u.) |
| --- | --- |
| 1 | -1410.01729 |
| 2 | -1240.65216 |
| 3 | -1047.42335 |
| 4 | -764.21994 |
| 5 | -324.86434 |
| 6 | -4765.51224 |